[1]
ORCA calculation (ωB97M-V/def2-TZVPD) on a molecular structure, C14H14BF4N7O4S5Y at a distorted geometry.

Computed properties:
Total charge: -1
LUMO level: 2.38 eV
Strongest force on any atom: 1.3 eV/A
Orbital gap: 7.65 eV
Relative energy (zero: lowest compared OMol25 entry of this formula, charge and spin): 23.8 kcal per mole
Energy: -3680.23461 Eh

Positions of all 50 atoms, in Å:
Y1 0.25 0.30 0.49
O1 -0.56 3.61 2.96
C1 -0.40 2.52 2.44
O2 -0.23 2.25 1.19
C2 -0.42 1.29 3.34
C3 -0.13 1.43 4.69
C4 -0.21 0.30 5.49
C5 -0.60 -0.90 4.92
C6 -0.84 -0.95 3.56
N1 -0.75 0.13 2.78
H1 0.14 2.41 5.06
H2 0.03 0.36 6.54
H3 -0.68 -1.81 5.51
H4 -1.12 -1.88 3.07
S1 -1.72 -3.77 0.16
S2 -3.34 -2.65 -0.40
S3 -3.41 -0.93 0.72
S4 -2.41 0.57 -0.29
N2 -0.58 -1.19 -2.32
N3 -0.68 -2.58 -2.07
C7 -0.24 -3.06 -0.78
N4 0.72 -4.12 -0.99
N5 0.36 -1.96 -0.04
N6 0.93 -2.27 1.12
O3 0.99 -3.38 1.60
O4 1.40 -1.24 1.72
H5 -1.46 -0.72 -2.15
H6 -0.28 -1.06 -3.28
H7 -1.63 -2.90 -2.23
H8 0.34 -4.76 -1.69
H9 0.93 -4.61 -0.13
S5 1.77 3.66 -2.44
C8 0.61 2.64 -1.69
N7 0.94 1.39 -1.57
C9 2.20 1.16 -2.13
C10 2.84 -0.07 -2.18
C11 4.10 -0.13 -2.74
C12 4.71 1.02 -3.25
C13 4.08 2.24 -3.22
C14 2.81 2.30 -2.65
H10 -0.32 3.04 -1.30
H11 2.37 -0.96 -1.77
H12 4.62 -1.08 -2.76
H13 5.71 0.94 -3.68
H14 4.56 3.13 -3.60
F1 2.29 1.25 0.93
B1 3.77 1.13 1.10
F2 4.32 2.07 0.23
F3 4.04 1.43 2.43
F4 4.13 -0.16 0.77

***

[2]
ORCA calculation (ωB97M-V/def2-TZVPD) on a molecular structure, C14H14BNO2Pt at a distorted geometry.

Computed properties:
Total charge: 0
LUMO level (alpha / beta): 0.48 / -1.81 eV
Multiplicity: 5
Strongest force on any atom: 4.8 eV/A
Orbital gap (alpha / beta): 4.75 / 6.23 eV
Relative energy (zero: lowest compared OMol25 entry of this formula, charge and spin): 0.0 kcal per mole
<S²>: 6.02
Energy: -891.02862 Eh

Positions of all 33 atoms, in Å:
C1 -3.15 -0.01 2.63
C2 -3.32 1.16 1.92
C3 -2.00 1.73 1.62
C4 -1.01 0.66 2.06
C5 -1.76 -0.27 2.82
Pt1 -1.92 0.47 0.12
C6 -2.44 0.59 -1.87
C7 -2.10 -0.91 -1.55
C8 -2.92 -2.00 -1.74
N1 -0.90 -1.15 -0.59
H1 -1.72 2.75 1.36
H2 -4.20 1.72 1.76
H3 0.05 0.84 2.08
H4 -1.32 -0.97 3.48
H5 -3.90 -0.64 2.99
H6 -3.49 0.86 -2.03
H7 -0.90 -2.01 -0.07
H8 -1.70 1.15 -2.44
H9 -3.54 -2.08 -2.63
H10 -3.02 -2.71 -0.92
O1 1.18 0.15 0.24
B1 0.55 -0.78 -0.64
O2 1.55 -1.28 -1.49
C9 2.74 -0.61 -1.18
C10 3.98 -0.62 -1.83
C11 5.03 0.11 -1.32
C12 4.85 0.86 -0.16
C13 3.60 0.93 0.45
C14 2.53 0.21 -0.09
H11 4.11 -1.21 -2.73
H12 6.00 0.13 -1.83
H13 5.70 1.41 0.23
H14 3.46 1.53 1.35

***

[3]
ORCA calculation (ωB97M-V/def2-TZVPD) on a molecular structure, C14H14BrN2O5S2 at a distorted geometry.

Computed properties:
Total charge: -1
LUMO level: 2.81 eV
Strongest force on any atom: 2.8 eV/A
Orbital gap: 6.73 eV
Energy: -4397.94616 Eh

Positions of all 38 atoms, in Å:
C1 0.33 -4.83 2.26
C2 -0.99 -4.11 2.03
O1 -0.68 -2.70 1.90
C3 -1.64 -1.82 1.55
S1 -1.18 -0.23 1.19
S2 -3.22 -2.36 1.52
H1 0.11 -5.90 2.26
H2 1.06 -4.63 1.47
H3 0.78 -4.58 3.22
H4 -1.46 -4.52 1.12
H5 -1.65 -4.30 2.89
C4 -3.37 -0.84 -2.51
C5 -2.84 0.55 -2.38
O2 -1.52 0.38 -1.75
C6 -1.01 1.59 -1.46
O3 -1.50 2.65 -1.80
N1 0.16 1.47 -0.71
C7 1.10 2.52 -0.55
C8 0.91 3.88 -0.73
C9 1.92 4.76 -0.30
C10 3.08 4.25 0.31
C11 3.26 2.87 0.51
Br1 4.77 2.27 1.44
C12 2.26 1.98 0.07
C13 1.97 0.56 0.25
N2 2.89 -0.45 0.68
O4 3.99 -0.53 0.10
O5 2.56 -1.21 1.62
C14 0.64 0.30 -0.08
H6 -4.36 -0.82 -2.95
H7 -2.72 -1.43 -3.17
H8 -3.42 -1.32 -1.53
H9 -2.70 1.06 -3.35
H10 -3.46 1.18 -1.73
H11 -0.03 4.21 -1.19
H12 1.82 5.85 -0.41
H13 3.83 4.94 0.66
H14 0.32 -0.70 -0.45

***

[4]
ORCA calculation (ωB97M-V/def2-TZVPD) on C14H14Cl4N2O2 in the gas phase at a distorted geometry.

Computed properties:
Total charge: 0
LUMO level: 0.38 eV
Structure (SMILES): CCOC(=O)c1c(CN)n(CC)c2c(Cl)c(Cl)c(Cl)c(Cl)c12
Strongest force on any atom: 5.3 eV/A
Orbital gap: 8.67 eV
Relative energy (zero: lowest compared OMol25 entry of this formula, charge and spin): 40.6 kcal per mole
Energy: -2642.57844 Eh

Positions of all 36 atoms, in Å:
C1 -4.93 -0.38 -0.83
C2 -3.92 -0.66 0.28
O1 -2.52 -0.45 -0.09
C3 -1.65 -0.52 0.92
O2 -1.88 -0.83 2.07
C4 -0.15 -0.27 0.57
C5 0.59 0.88 0.73
C6 0.03 2.04 1.46
N1 -0.86 1.71 2.56
N2 1.73 0.72 -0.12
C7 2.41 1.88 -0.70
C8 3.43 2.47 0.30
C9 1.83 -0.59 -0.71
C10 2.70 -1.25 -1.58
Cl1 4.06 -0.49 -2.45
C11 2.51 -2.56 -1.86
Cl2 3.61 -3.30 -2.86
C12 1.36 -3.15 -1.32
Cl3 1.01 -4.86 -1.80
C13 0.53 -2.58 -0.42
Cl4 -0.65 -3.47 0.53
C14 0.72 -1.23 -0.10
H1 -5.76 -1.02 -0.70
H2 -4.63 -0.67 -1.79
H3 -5.24 0.69 -0.78
H4 -4.01 -1.77 0.42
H5 -4.14 -0.20 1.23
H6 -0.52 2.70 0.83
H7 0.84 2.55 1.99
H8 -0.46 1.17 3.25
H9 -1.75 1.34 2.09
H10 1.65 2.62 -1.06
H11 2.94 1.62 -1.68
H12 4.08 1.67 0.72
H13 2.89 3.03 1.10
H14 4.17 3.13 -0.19

***

[5]
ORCA calculation (ωB97M-V/def2-TZVPD) on a molecular structure, C14H14ClN4O6STi at a distorted geometry.

Computed properties:
Total charge: +1
LUMO level: -3.81 eV
Strongest force on any atom: 1.8 eV/A
Orbital gap: 7.44 eV
Energy: -2920.06763 Eh

Positions of all 41 atoms, in Å:
Ti1 -1.41 -0.90 -0.77
N1 5.70 1.24 2.43
C1 4.54 0.67 2.01
C2 4.10 0.85 0.68
C3 2.92 0.29 0.27
C4 2.17 -0.47 1.17
C5 2.59 -0.66 2.48
C6 3.76 -0.09 2.90
S1 0.65 -1.12 0.68
O1 0.58 -1.13 -0.82
O2 0.32 -2.35 1.30
N2 -0.58 -0.09 0.97
C7 -0.48 1.14 0.33
N3 -1.00 1.14 -0.91
C8 -1.00 2.28 -1.60
C9 -0.47 3.42 -1.07
C10 0.07 3.32 0.22
N4 0.07 2.20 0.92
H1 6.31 1.70 1.77
H2 6.07 1.03 3.34
H3 4.70 1.42 -0.01
H4 2.58 0.40 -0.75
H5 1.99 -1.26 3.16
H6 4.10 -0.24 3.91
H7 -1.44 2.25 -2.59
H8 -0.46 4.35 -1.61
H9 0.52 4.18 0.71
C11 -5.55 -0.48 0.42
O3 -4.20 -0.80 0.88
C12 -3.22 -0.76 0.06
O4 -3.26 -0.44 -1.15
H10 -5.87 0.40 0.97
H11 -6.17 -1.33 0.68
H12 -5.56 -0.30 -0.65
Cl1 -1.25 -0.97 -3.30
C13 -1.77 -2.68 -3.51
C14 -2.09 -3.32 -2.15
O5 -2.68 -4.35 -2.10
O6 -1.64 -2.62 -1.12
H13 -0.96 -3.22 -3.99
H14 -2.66 -2.70 -4.13

***

[6]
ORCA calculation (ωB97M-V/def2-TZVPD) on a molecular structure, C14H14N2O3SZr at a distorted geometry.

Computed properties:
Total charge: 0
LUMO level: -0.74 eV
Strongest force on any atom: 3.1 eV/A
Orbital gap: 7.11 eV
Relative energy (zero: lowest compared OMol25 entry of this formula, charge and spin): 0.0 kcal per mole
Energy: -1322.37436 Eh

Positions of all 35 atoms, in Å:
C1 -0.51 0.87 -3.71
C2 0.90 1.05 -3.51
C3 1.08 1.96 -2.41
C4 -0.22 2.33 -1.93
C5 -1.20 1.63 -2.71
Zr1 -0.02 -0.02 -1.43
N1 -1.32 -1.41 -2.15
C6 -0.25 -2.27 -2.61
C7 1.15 -1.75 -2.26
H1 2.03 2.38 -2.08
H2 1.70 0.61 -4.11
H3 -0.43 3.09 -1.17
H4 -2.28 1.71 -2.60
H5 -0.97 0.28 -4.50
H6 1.77 -1.64 -3.15
H7 -0.39 -3.27 -2.17
H8 -2.28 -1.73 -2.23
H9 1.64 -2.39 -1.51
H10 -0.36 -2.41 -3.70
O1 2.42 1.82 1.82
S1 1.92 0.47 1.86
O2 2.84 -0.64 1.84
N2 0.76 0.26 0.65
C8 -0.53 0.26 1.09
O3 -1.46 0.30 0.18
C9 -0.61 0.14 2.52
C10 -1.73 -0.20 3.29
C11 -1.54 -0.41 4.66
C12 -0.27 -0.22 5.23
C13 0.85 0.11 4.45
C14 0.66 0.26 3.08
H11 -2.69 -0.32 2.79
H12 -2.38 -0.72 5.28
H13 -0.15 -0.36 6.30
H14 1.85 0.25 4.87

***

[7]
ORCA calculation (ωB97M-V/def2-TZVPD) on a molecular structure, C14H14N2O6PtS at a distorted geometry.

Computed properties:
Total charge: +1
LUMO level (alpha / beta): -3.15 / -3.91 eV
Multiplicity: 2
Strongest force on any atom: 1.9 eV/A
Orbital gap (alpha / beta): 7.57 / 6.80 eV
Relative energy (zero: lowest compared OMol25 entry of this formula, charge and spin): 35.2 kcal per mole
<S²>: 0.75
Energy: -1620.03283 Eh

Positions of all 38 atoms, in Å:
Pt1 -0.45 0.57 -1.00
O1 1.92 3.25 -3.57
C1 1.38 2.74 -2.47
O2 1.00 1.59 -2.40
C2 1.35 3.77 -1.37
O3 0.66 3.26 -0.25
C3 -0.45 3.86 0.18
C4 -2.27 2.98 -0.78
O4 -3.07 3.67 -0.28
O5 -1.81 2.16 -1.51
H1 1.97 2.57 -4.25
H2 0.91 4.70 -1.76
H3 2.38 3.97 -1.07
H4 -0.65 4.88 -0.14
H5 -0.76 3.52 1.16
O6 -0.53 0.66 1.60
N1 -0.94 -0.51 2.00
C5 -0.58 -0.95 3.23
C6 -0.99 -2.16 3.71
C7 -1.80 -2.96 2.92
C8 -2.16 -2.52 1.67
C9 -1.73 -1.28 1.19
S1 -2.22 -0.68 -0.37
H6 0.04 -0.24 3.77
H7 -0.68 -2.46 4.70
H8 -2.14 -3.93 3.27
H9 -2.78 -3.12 1.01
C10 1.78 -3.56 -0.71
C11 1.96 -2.60 0.27
C12 1.39 -1.35 0.10
N2 0.67 -1.05 -1.00
C13 0.50 -1.98 -1.95
C14 1.05 -3.24 -1.84
H10 2.21 -4.55 -0.59
H11 2.53 -2.80 1.17
H12 1.50 -0.56 0.82
H13 -0.09 -1.69 -2.81
H14 0.89 -3.96 -2.63

***

[8]
ORCA calculation (ωB97M-V/def2-TZVPD) on a molecular structure, C14H14N6O5Pt at a distorted geometry.

Computed properties:
Total charge: +2
LUMO level: -12.04 eV
Strongest force on any atom: 1.8 eV/A
Orbital gap: 4.35 eV
Relative energy (zero: lowest compared OMol25 entry of this formula, charge and spin): 0.0 kcal per mole
Energy: -1365.21385 Eh

Positions of all 40 atoms, in Å:
Pt1 0.05 -0.38 0.44
O1 -5.73 -0.86 -0.45
C1 -5.43 -0.63 0.83
O2 -6.25 -0.55 1.69
C2 -3.98 -0.45 1.20
C3 -3.61 -0.19 2.52
N1 -2.28 -0.09 2.57
N2 -1.75 -0.26 1.35
C4 -2.78 -0.49 0.52
C5 -2.41 -0.74 -0.87
O3 -3.13 -0.94 -1.79
O4 -1.02 -0.71 -1.04
H1 -4.95 -0.90 -1.03
H2 -4.24 -0.07 3.39
H3 -1.71 0.12 3.37
N3 3.49 -0.67 -1.97
C6 2.79 -0.48 -0.89
O5 1.53 -0.66 -0.91
C7 3.49 -0.09 0.35
C8 4.92 0.08 0.34
N4 6.06 0.17 0.32
C9 2.78 0.05 1.47
N5 3.05 0.36 2.83
H4 4.50 -0.55 -1.98
H5 3.03 -0.95 -2.83
C10 0.14 1.55 4.27
C11 1.05 0.30 4.37
C12 0.25 -1.01 4.55
C13 2.04 0.47 5.52
C14 1.79 0.20 3.09
N6 1.37 -0.06 1.74
H6 -0.61 1.50 5.05
H7 -0.35 1.66 3.30
H8 0.72 2.46 4.42
H9 -0.44 -0.88 5.39
H10 0.91 -1.84 4.78
H11 -0.33 -1.29 3.67
H12 1.48 0.59 6.44
H13 2.66 1.36 5.38
H14 2.69 -0.40 5.62

***

[9]
ORCA calculation (ωB97M-V/def2-TZVPD) on a molecular structure, C14H15AuF5N3PS at a distorted geometry.

Computed properties:
Total charge: +1
LUMO level (alpha / beta): -3.27 / -6.88 eV
Multiplicity: 3
Strongest force on any atom: 1.0 eV/A
Orbital gap (alpha / beta): 9.08 / 5.05 eV
<S²>: 2.04
Energy: -2080.95733 Eh

Positions of all 40 atoms, in Å:
Au1 -1.01 -0.90 -0.58
F1 -0.84 1.81 6.11
C1 -1.01 1.69 4.82
C2 -0.67 0.48 4.20
F2 -0.20 -0.50 4.93
C3 -0.84 0.35 2.85
F3 -0.51 -0.81 2.28
C4 -1.36 1.41 2.05
S1 -1.66 1.34 0.41
C5 -1.68 2.62 2.73
F4 -2.16 3.64 2.04
C6 -1.51 2.77 4.08
F5 -1.82 3.89 4.70
C7 3.61 -2.17 -0.49
C8 2.12 -2.07 -0.17
P1 1.21 -0.83 -1.15
C9 1.48 -1.26 -2.90
C10 0.34 -0.87 -3.84
C11 2.04 0.75 -0.87
C12 1.48 1.90 -1.70
H1 4.05 -3.00 0.05
H2 4.15 -1.27 -0.21
H3 3.78 -2.35 -1.56
H4 1.96 -1.82 0.88
H5 1.61 -3.02 -0.34
H6 1.65 -2.34 -2.94
H7 2.42 -0.78 -3.21
H8 -0.59 -1.37 -3.56
H9 0.57 -1.16 -4.86
H10 0.15 0.20 -3.83
H11 3.09 0.59 -1.10
H12 1.97 0.96 0.20
H13 1.56 1.70 -2.77
H14 2.04 2.81 -1.50
H15 0.43 2.11 -1.47
N1 -2.92 -1.50 -0.31
C13 -4.10 -1.27 -0.37
N2 -5.31 -1.19 -0.34
C14 -6.31 -0.55 -0.91
N3 -7.21 0.01 -1.36

***

[10]
ORCA calculation (ωB97M-V/def2-TZVPD) on 2 unconnected molecules or ions with the total composition C14H15BCl3O4 at a distorted geometry.

Computed properties:
Total charge: -1
LUMO level: 1.99 eV
Strongest force on any atom: 3.1 eV/A
Orbital gap: 6.94 eV
Relative energy (zero: lowest compared OMol25 entry of this formula, charge and spin): 4.3 kcal per mole
Energy: -2249.05925 Eh

Positions of all 37 atoms, in Å:
Cl1 -0.93 4.15 -2.03
B1 -1.30 3.09 -0.56
Cl2 -1.31 4.09 1.03
Cl3 -2.94 2.21 -0.66
O1 -0.20 2.07 -0.55
C1 -0.04 1.21 0.39
C2 1.33 0.88 0.76
C3 1.60 0.21 1.97
C4 2.88 -0.25 2.24
C5 3.93 0.03 1.35
C6 3.68 0.80 0.20
C7 2.40 1.25 -0.08
H1 -0.85 1.16 1.14
H2 0.79 0.08 2.70
H3 3.06 -0.85 3.14
H4 4.94 -0.36 1.55
H5 4.50 1.04 -0.48
H6 2.21 1.92 -0.92
C8 0.59 -0.84 -2.80
C9 0.46 -1.22 -1.35
C10 -0.79 -0.83 -0.64
C11 -0.94 -1.38 0.74
C12 -2.34 -1.86 1.11
C13 -3.35 -0.96 0.47
O2 -3.20 -1.02 -0.98
C14 -1.98 -0.90 -1.52
O3 -1.95 -0.91 -2.77
O4 1.36 -1.84 -0.78
H7 -0.44 -0.94 -3.24
H8 0.90 0.21 -2.92
H9 1.29 -1.52 -3.28
H10 -0.19 -2.17 0.89
H11 -0.70 -0.59 1.47
H12 -2.47 -2.90 0.76
H13 -2.43 -1.86 2.20
H14 -4.37 -1.28 0.67
H15 -3.21 0.09 0.76

***

[11]
ORCA calculation (ωB97M-V/def2-TZVPD) on a molecular structure, C14H15BaN6O4S at a distorted geometry.

Computed properties:
Total charge: +1
LUMO level: -3.62 eV
Strongest force on any atom: 4.0 eV/A
Orbital gap: 8.44 eV
Relative energy (zero: lowest compared OMol25 entry of this formula, charge and spin): 15.9 kcal per mole
Energy: -1595.62509 Eh

Positions of all 41 atoms, in Å:
Ba1 -0.54 -1.18 1.21
C1 -2.89 2.03 -1.87
C2 -2.25 1.44 -0.64
N1 -2.57 0.31 -0.14
N2 -3.58 -0.40 -0.71
C3 -4.09 -1.50 -0.07
N3 -5.15 -2.04 -0.68
S1 -3.50 -2.15 1.35
C4 -1.24 2.23 0.13
C5 -1.23 3.61 0.05
C6 -0.35 4.32 0.85
C7 0.49 3.63 1.70
C8 0.41 2.25 1.71
N4 -0.43 1.56 0.95
H1 -3.02 1.27 -2.64
H2 -2.27 2.81 -2.30
H3 -3.87 2.46 -1.64
H4 -4.05 -0.04 -1.52
H5 -5.54 -1.67 -1.54
H6 -5.56 -2.87 -0.29
H7 -1.91 4.14 -0.61
H8 -0.33 5.40 0.82
H9 1.19 4.14 2.35
H10 1.06 1.67 2.36
C9 3.23 1.05 -0.19
C10 2.99 -0.41 -0.02
N5 1.82 -1.01 0.10
C11 2.09 -2.37 0.17
C12 3.44 -2.57 0.13
N6 3.98 -1.32 0.00
C13 4.39 -3.73 0.20
O1 3.87 -4.91 0.40
O2 5.56 -3.50 0.07
C14 1.00 -3.39 0.18
O3 1.28 -4.57 0.39
O4 -0.19 -2.92 -0.01
H11 2.28 1.57 -0.21
H12 3.75 1.24 -1.12
H13 3.84 1.45 0.62
H14 4.98 -1.18 -0.08
H15 2.88 -4.86 0.53

***

[12]
ORCA calculation (ωB97M-V/def2-TZVPD) on 2 unconnected molecules or ions with the total composition C14H15Br2F3O8PS at a distorted geometry.

Computed properties:
Total charge: -1
LUMO level: 0.65 eV
Strongest force on any atom: 8.2 eV/A
Orbital gap: 4.03 eV
Relative energy (zero: lowest compared OMol25 entry of this formula, charge and spin): 250.6 kcal per mole
Energy: -7331.13506 Eh

Positions of all 44 atoms, in Å:
O1 3.70 4.96 0.90
C1 3.17 3.85 0.36
C2 1.52 3.70 0.44
C3 0.91 2.55 -0.57
O2 0.46 3.23 -1.83
S1 -0.37 1.89 -2.56
O3 -1.39 2.19 -3.69
O4 0.51 0.73 -3.15
O5 -1.27 1.52 -1.11
C4 -0.28 1.53 0.01
Br1 -1.26 2.05 1.68
P1 0.17 -0.36 0.08
O6 -0.64 -0.96 1.51
Br2 2.38 -0.68 0.47
C5 4.17 2.71 -0.31
C6 5.06 1.73 0.67
C7 5.99 0.58 -0.12
C8 5.98 0.45 -1.75
C9 5.08 1.47 -2.72
C10 4.16 2.61 -1.98
H1 1.26 3.56 1.57
H2 1.09 4.76 0.12
H3 1.65 1.74 -1.03
H4 0.02 -0.79 2.26
H5 5.06 1.79 1.84
H6 6.61 -0.17 0.54
H7 6.60 -0.37 -2.33
H8 5.06 1.40 -3.89
H9 3.46 3.37 -2.56
C11 -4.02 -1.80 1.60
C12 -4.03 -2.39 0.20
O7 -3.82 -3.80 0.18
C13 -4.94 -4.68 0.46
O8 -5.99 -4.37 -0.29
C14 -5.28 -4.80 2.00
F1 -4.14 -4.78 2.75
F2 -5.89 -5.98 2.29
F3 -6.08 -3.82 2.49
H10 -3.25 -2.27 2.22
H11 -3.84 -0.72 1.56
H12 -4.98 -1.94 2.10
H13 -3.18 -1.96 -0.33
H14 -4.92 -2.08 -0.36
H15 -4.47 -5.66 0.28

***

The lowest energy belongs to which entry?
C14H15Br2F3O8PS